[1]
A cluster of 10 separate species, C31H59Br18F2NO4 in total, computed with ωB97M-V/def2-TZVPD.

Last columns: bonded neighbours and bond lengths (Å).
Geometry (Å):
1 C 2.503 -0.336 3.060  C2 1.533, H21 1.084, H22 1.083, H23 1.082
2 C 1.772 -1.151 1.986  C1 1.533, C3 1.531, H24 1.079, H25 1.080
3 C 2.031 -0.614 0.576  C2 1.531, F4 1.391, C5 1.519, H26 1.088
4 F 2.372 -1.646 -0.291  C3 1.391
5 C 0.802 0.069 0.001  C3 1.519, F6 1.391, C7 1.509, O13 1.400
6 F 0.503 1.057 0.934  C5 1.391
7 C -0.348 -0.886 -0.199  C5 1.509, C8 1.528, H27 1.083, H28 1.080
8 C -1.737 -0.263 -0.337  C7 1.528, C9 1.527, H29 1.082, H30 1.070
9 C -2.675 -0.579 0.825  C8 1.527, C10 1.520, H31 1.083, H32 1.084
10 C -2.845 0.532 1.850  C9 1.520, C11 1.517, H33 1.083, H34 1.078
11 C -3.284 1.853 1.246  C10 1.517, N12 1.472, H35 1.085, H36 1.079
12 N -4.073 2.696 2.158  C11 1.472, H37 1.008, H38 1.009
13 O 0.994 0.692 -1.238  C5 1.400, C14 1.371
14 C 2.220 1.198 -1.587  O13 1.371, O15 1.260, C16 1.514
15 O 3.012 0.534 -2.308  C14 1.260
16 C 2.589 2.602 -1.156  C14 1.514, O17 1.408, H39 1.086, H40 1.079
17 O 1.540 3.539 -1.090  C16 1.408, C18 1.370
18 C 0.796 3.692 0.050  O17 1.370, C19 1.499, O20 1.256
19 C 1.535 3.799 1.350  C18 1.499, H41 1.080, H42 1.080, H43 1.079
20 O -0.442 3.890 -0.043  C18 1.256
21 H 1.931 -0.300 3.980  C1 1.084
22 H 2.640 0.690 2.741  C1 1.083
23 H 3.488 -0.740 3.256  C1 1.082
24 H 2.108 -2.177 2.010  C2 1.079
25 H 0.719 -1.101 2.219  C2 1.080
26 H 2.891 0.045 0.676  C3 1.088
27 H -0.113 -1.341 -1.154  C7 1.083
28 H -0.329 -1.682 0.529  C7 1.080
29 H -1.656 0.799 -0.527  C8 1.082
30 H -2.125 -0.691 -1.237  C8 1.070
31 H -3.659 -0.817 0.443  C9 1.083
32 H -2.279 -1.447 1.341  C9 1.084
33 H -1.938 0.661 2.428  C10 1.083
34 H -3.612 0.205 2.533  C10 1.078
35 H -3.852 1.693 0.335  C11 1.085
36 H -2.412 2.430 0.977  C11 1.079
37 H -3.452 3.299 2.674  N12 1.008
38 H -4.521 2.116 2.851  N12 1.009
39 H 3.171 2.540 -0.241  C16 1.086
40 H 3.255 2.949 -1.931  C16 1.079
41 H 1.347 4.789 1.739  C19 1.080
42 H 2.599 3.629 1.286  C19 1.080
43 H 1.118 3.084 2.044  C19 1.079
44 Br -5.696 -2.704 -1.177  C45 1.945
45 C -5.010 -2.707 -2.998  Br44 1.945, C46 1.505, H48 1.084, H49 1.087
46 C -3.990 -3.792 -3.215  C45 1.505, Br47 1.942, H50 1.087, H51 1.085
47 Br -2.282 -3.350 -2.406  C46 1.942
48 H -4.601 -1.719 -3.176  C45 1.084
49 H -5.875 -2.866 -3.637  C45 1.087
50 H -3.788 -3.913 -4.276  C46 1.087
51 H -4.301 -4.743 -2.794  C46 1.085
52 Br -0.983 1.286 5.303  C53 1.944
53 C -2.531 0.562 6.230  Br52 1.944, C54 1.506, H56 1.085, H57 1.087
54 C -2.579 -0.943 6.212  C53 1.506, Br55 1.945, H58 1.087, H59 1.084
55 Br -3.141 -1.619 4.477  C54 1.945
56 H -3.403 0.999 5.756  C53 1.085
57 H -2.449 0.929 7.250  C53 1.087
58 H -3.326 -1.296 6.918  C54 1.087
59 H -1.622 -1.399 6.438  C54 1.084
60 Br 5.908 2.562 2.705  C61 1.945
61 C 7.224 1.560 1.681  Br60 1.945, C62 1.503, H64 1.084, H65 1.087
62 C 6.882 1.545 0.217  C61 1.503, Br63 1.944, H66 1.087, H67 1.084
63 Br 5.392 0.353 -0.154  C62 1.944
64 H 7.253 0.564 2.107  C61 1.084
65 H 8.175 2.059 1.850  C61 1.087
66 H 7.718 1.171 -0.369  C62 1.087
67 H 6.594 2.525 -0.146  C62 1.084
68 Br -3.229 -5.125 0.843  C69 1.941
69 C -1.396 -5.760 0.782  Br68 1.941, C70 1.504, H72 1.084, H73 1.089
70 C -1.292 -7.134 0.180  C69 1.504, Br71 1.946, H74 1.087, H75 1.084
71 Br -1.884 -8.524 1.407  C70 1.946
72 H -1.018 -5.719 1.798  C69 1.084
73 H -0.863 -5.042 0.161  C69 1.089
74 H -0.256 -7.370 -0.049  C70 1.087
75 H -1.894 -7.234 -0.715  C70 1.084
76 Br 0.218 -1.182 -4.068  C77 1.940
77 C 2.054 -1.800 -3.959  Br76 1.940, C78 1.503, H80 1.085, H81 1.088
78 C 2.226 -3.156 -4.584  C77 1.503, Br79 1.948, H82 1.087, H83 1.084
79 Br 1.521 -4.578 -3.454  C78 1.948
80 H 2.324 -1.784 -2.908  C77 1.085
81 H 2.641 -1.057 -4.496  C77 1.088
82 H 3.282 -3.382 -4.712  C78 1.087
83 H 1.716 -3.238 -5.537  C78 1.084
84 Br 0.968 -0.232 -7.544  C85 1.944
85 C 0.654 1.617 -7.030  Br84 1.944, C86 1.506, H88 1.085, H89 1.087
86 C 1.931 2.338 -6.691  C85 1.506, Br87 1.948, H90 1.086, H91 1.084
87 Br 2.642 1.837 -4.948  C86 1.948
88 H -0.048 1.593 -6.203  C85 1.085
89 H 0.187 2.084 -7.894  C85 1.087
90 H 1.753 3.408 -6.631  C86 1.086
91 H 2.717 2.142 -7.411  C86 1.084
92 Br -1.376 4.960 5.668  C93 1.943
93 C 0.269 5.924 6.043  Br92 1.943, C94 1.504, H96 1.084, H97 1.087
94 C 1.478 5.041 5.904  C93 1.504, Br95 1.943, H98 1.087, H99 1.085
95 Br 1.671 3.817 7.402  C94 1.943
96 H 0.171 6.333 7.042  C93 1.084
97 H 0.308 6.734 5.320  C93 1.087
98 H 2.383 5.643 5.899  C94 1.087
99 H 1.439 4.431 5.009  C94 1.085
100 Br 1.742 7.303 -5.557  C101 1.943
101 C 3.288 6.702 -6.570  Br100 1.943, C102 1.505, H104 1.085, H105 1.087
102 C 3.126 6.945 -8.046  C101 1.505, Br103 1.945, H106 1.087, H107 1.084
103 Br 1.891 5.680 -8.856  C102 1.945
104 H 3.421 5.651 -6.338  C101 1.085
105 H 4.133 7.267 -6.185  C101 1.087
106 H 4.074 6.800 -8.559  C102 1.087
107 H 2.742 7.935 -8.265  C102 1.084
108 Br -6.924 -9.361 4.816  C109 1.946
109 C -6.745 -8.133 3.317  Br108 1.946, C110 1.504, H112 1.084, H113 1.087
110 C -5.307 -7.920 2.928  C109 1.504, Br111 1.940, H114 1.088, H115 1.084
111 Br -4.377 -6.761 4.177  C110 1.940
112 H -7.232 -7.211 3.612  C109 1.084
113 H -7.293 -8.591 2.498  C109 1.087
114 H -5.243 -7.415 1.966  C110 1.088
115 H -4.747 -8.846 2.886  C110 1.084

## Properties
Spin multiplicity: 1
SMILES: CC[C@@H](F)[C@](F)(CCCCCN)OC(=O)COC(C)=O.BrCCBr.BrCCBr.BrCCBr.BrCCBr.BrCCBr.BrCCBr.BrCCBr.BrCCBr.BrCCBr

Löwdin population analysis, charges in e, atoms 1 to 8: atom 1 (C): -0.073, atom 2 (C): -0.149, atom 3 (C): -0.268, atom 4 (F): 0.013, atom 5 (C): -0.420, atom 6 (F): 0.075, atom 7 (C): -0.090, atom 8 (C): -0.161

[2]
A cluster of 3 separate species, C31H59FIN4O9P2 in total, computed with ωB97M-V/def2-TZVPD.

Last columns: bonded neighbours and bond lengths (Å).
Geometry (Å):
1 C -6.140 0.716 4.002  C2 1.540, H27 1.093, H28 1.092, H29 1.087
2 C -5.964 -0.713 3.454  C1 1.540, C3 1.550, H30 1.092, H31 1.092
3 C -5.248 -1.701 4.409  C2 1.550, F4 1.390, C5 1.569, H32 1.090
4 F -4.909 -1.111 5.621  C3 1.390
5 C -3.955 -2.351 3.803  C3 1.569, C6 1.558, N15 1.472, H33 1.093
6 C -3.887 -3.819 4.319  C5 1.558, C7 1.522, H34 1.086, H35 1.095
7 C -3.070 -3.804 5.603  C6 1.522, N8 1.470, H36 1.092, H37 1.091
8 N -1.691 -3.483 5.206  C7 1.470, C9 1.389, H38 1.018
9 C -1.645 -2.312 4.460  N8 1.389, N10 1.307, N15 1.362
10 N -0.501 -1.967 3.933  C9 1.307, C11 1.470, H39 1.022
11 C 0.768 -2.695 4.077  N10 1.470, C12 1.536, H40 1.085, H41 1.093
12 C 1.957 -1.724 4.025  C11 1.536, C13 1.538, I14 2.164, H42 1.088
13 C 3.171 -2.509 4.549  C12 1.538, H43 1.088, H44 1.094, H45 1.094
14 I 1.659 -0.114 5.441  C12 2.164
15 N -2.801 -1.602 4.325  C5 1.472, C9 1.362, C16 1.455
16 C -2.616 -0.257 3.803  N15 1.455, C17 1.545, H46 1.090, H47 1.093
17 C -2.578 -0.140 2.263  C16 1.545, C18 1.513, H48 1.093, H49 1.096
18 C -1.445 0.739 1.780  C17 1.513, O19 1.200, N20 1.433
19 O -0.313 0.538 2.125  C18 1.200
20 N -1.722 1.796 0.853  C18 1.433, C21 1.443, H50 1.017
21 C -1.980 1.217 -0.443  N20 1.443, C22 1.391, C26 1.392
22 C -1.169 0.222 -0.977  C21 1.391, C23 1.388, H51 1.085
23 C -1.456 -0.344 -2.212  C22 1.388, C24 1.389, H52 1.084
24 C -2.554 0.054 -2.964  C23 1.389, C25 1.395, H53 1.081
25 C -3.345 1.076 -2.440  C24 1.395, C26 1.385, H54 1.084
26 C -3.063 1.641 -1.207  C21 1.392, C25 1.385, H55 1.088
27 H -5.316 1.341 3.648  C1 1.093
28 H -7.040 1.163 3.573  C1 1.092
29 H -6.261 0.759 5.081  C1 1.087
30 H -5.457 -0.708 2.488  C2 1.092
31 H -6.964 -1.111 3.269  C2 1.092
32 H -5.970 -2.473 4.671  C3 1.090
33 H -4.015 -2.416 2.714  C5 1.093
34 H -4.873 -4.259 4.440  C6 1.086
35 H -3.372 -4.393 3.542  C6 1.095
36 H -3.483 -3.134 6.359  C7 1.092
37 H -3.078 -4.822 5.997  C7 1.091
38 H -1.115 -3.333 6.032  N8 1.018
39 H -0.450 -1.124 3.357  N10 1.022
40 H 0.844 -3.222 5.023  C11 1.085
41 H 0.825 -3.361 3.212  C11 1.093
42 H 2.145 -1.345 3.023  C12 1.088
43 H 4.050 -1.874 4.629  C13 1.088
44 H 2.959 -2.872 5.559  C13 1.094
45 H 3.356 -3.399 3.940  C13 1.094
46 H -3.395 0.405 4.179  C16 1.090
47 H -1.678 0.157 4.182  C16 1.093
48 H -3.521 0.232 1.854  C17 1.093
49 H -2.451 -1.122 1.794  C17 1.096
50 H -2.599 2.248 1.102  N20 1.017
51 H -0.307 -0.137 -0.423  C22 1.085
52 H -0.808 -1.115 -2.614  C23 1.084
53 H -2.804 -0.393 -3.916  C24 1.081
54 H -4.186 1.416 -3.033  C25 1.084
55 H -3.733 2.423 -0.855  C26 1.088
56 O -3.041 4.710 -9.036  P57 1.483
57 P -3.482 3.515 -8.277  O56 1.483, O58 1.624, O61 1.635, O64 1.642
58 O -2.170 2.567 -8.144  P57 1.624, C59 1.429
59 C -1.102 2.973 -7.285  O58 1.429, C60 1.519, H67 1.094, H68 1.089
60 C -1.456 2.830 -5.816  C59 1.519, H69 1.093, H70 1.091, H71 1.090
61 O -4.310 2.681 -9.413  P57 1.635, C62 1.429
62 C -4.729 3.304 -10.629  O61 1.429, C63 1.515, H72 1.090, H73 1.092
63 C -3.723 3.074 -11.739  C62 1.515, H74 1.089, H75 1.091, H76 1.091
64 O -4.325 2.759 -7.089  P57 1.642, C65 1.445
65 C -5.435 3.470 -6.494  O64 1.445, C66 1.517, H77 1.093, H78 1.090
66 C -6.561 3.726 -7.477  C65 1.517, H79 1.093, H80 1.090, H81 1.089
67 H -0.812 4.002 -7.517  C59 1.094
68 H -0.255 2.330 -7.521  C59 1.089
69 H -2.239 3.537 -5.530  C60 1.093
70 H -0.585 3.019 -5.188  C60 1.091
71 H -1.834 1.829 -5.607  C60 1.090
72 H -4.911 4.368 -10.475  C62 1.090
73 H -5.686 2.855 -10.902  C62 1.092
74 H -2.706 3.287 -11.412  C63 1.089
75 H -3.952 3.698 -12.604  C63 1.091
76 H -3.741 2.030 -12.055  C63 1.091
77 H -5.075 4.410 -6.068  C65 1.093
78 H -5.792 2.853 -5.670  C65 1.090
79 H -6.259 4.438 -8.249  C66 1.093
80 H -7.429 4.140 -6.962  C66 1.090
81 H -6.851 2.804 -7.981  C66 1.089
82 O 7.351 -1.886 3.497  P83 1.486
83 P 8.266 -0.975 2.761  O82 1.486, O84 1.624, O87 1.637, O90 1.633
84 O 7.388 0.351 2.432  P83 1.624, C85 1.429
85 C 7.034 1.229 3.501  O84 1.429, C86 1.518, H93 1.095, H94 1.090
86 C 8.215 2.041 4.005  C85 1.518, H95 1.092, H96 1.091, H97 1.089
87 O 8.293 -1.663 1.275  P83 1.637, C88 1.426
88 C 7.832 -2.996 1.070  O87 1.426, C89 1.516, H98 1.090, H99 1.092
89 C 6.380 -3.013 0.633  C88 1.516, H100 1.090, H101 1.092, H102 1.091
90 O 9.710 -0.266 2.480  P83 1.633, C91 1.449
91 C 10.896 -0.889 3.031  O90 1.449, C92 1.516, H103 1.093, H104 1.088
92 C 11.172 -2.254 2.431  C91 1.516, H105 1.094, H106 1.090, H107 1.089
93 H 6.583 0.652 4.315  C85 1.095
94 H 6.272 1.902 3.109  C85 1.090
95 H 8.954 1.401 4.493  C86 1.092
96 H 7.886 2.789 4.727  C86 1.091
97 H 8.718 2.541 3.178  C86 1.089
98 H 7.982 -3.600 1.965  C88 1.090
99 H 8.456 -3.430 0.286  C88 1.092
100 H 5.762 -2.378 1.268  C89 1.090
101 H 5.981 -4.029 0.654  C89 1.092
102 H 6.287 -2.629 -0.385  C89 1.091
103 H 10.796 -0.959 4.117  C91 1.093
104 H 11.724 -0.215 2.822  C91 1.088
105 H 10.409 -2.979 2.728  C92 1.094
106 H 12.138 -2.629 2.768  C92 1.090
107 H 11.167 -2.205 1.343  C92 1.089

## Properties
Total charge: +1
Spin multiplicity: 1
ΔE to the lowest compared entry with this formula, charge and spin (kJ/mol): 0.0

Löwdin population analysis, charges in e, atoms 1 to 8: atom 1 (C): -0.080, atom 2 (C): -0.168, atom 3 (C): -0.259, atom 4 (F): -0.005, atom 5 (C): -0.190, atom 6 (C): -0.097, atom 7 (C): -0.152, atom 8 (N): 0.089

Number 1: strongest force on any atom 4.73 eV/Å, orbital gap 8.76 eV, electronic energy -1308984.939 eV. Number 2: strongest force on any atom 6.71 eV/Å, orbital gap 8.82 eV, electronic energy -86884.599 eV.